No. 1
# C47H39AsN3P2S4SeTi

A structure of composition C47H39AsN3P2S4SeTi at a distorted geometry (wB97M-V/def2-TZVPD, the Open Molecules 2025 dataset).

Each line ends with the Löwdin charge.
Atoms and positions in Å:
Ti -0.30948 0.52958 -0.29534  -0.253
N 2.72289 1.45826 -0.17354  -0.367
P 1.83887 -0.06759 1.21333  0.867
C 1.56811 1.28881 2.42148  -0.375
C 2.52966 2.23433 2.75747  -0.104
C 2.23638 3.24136 3.66422  -0.099
C 0.98212 3.30436 4.25560  -0.111
C 0.01836 2.36195 3.93311  -0.095
C 0.31073 1.35905 3.02241  -0.162
C 3.62498 -0.52046 1.34543  -0.326
C 4.21817 -0.65450 2.59721  -0.096
C 5.54398 -1.04636 2.71181  -0.100
C 6.28785 -1.33773 1.57640  -0.123
C 5.69811 -1.23244 0.32524  -0.101
C 4.37628 -0.82307 0.21228  -0.096
P 1.64226 1.68721 -1.35423  0.690
C 2.34116 0.87116 -2.88242  -0.322
C 2.89192 1.48678 -4.00215  -0.087
C 3.39683 0.73009 -5.05352  -0.105
C 3.39032 -0.65390 -4.98793  -0.117
C 2.87708 -1.28208 -3.85988  -0.100
C 2.34147 -0.52538 -2.83087  -0.158
C 1.74669 3.45179 -1.84081  -0.391
C 1.15684 3.93606 -3.00776  -0.165
C 1.24082 5.28318 -3.32855  -0.105
C 1.88188 6.16629 -2.47168  -0.116
C 2.44255 5.69620 -1.29131  -0.099
C 2.37604 4.34606 -0.98154  -0.108
H 3.65292 1.82675 -0.36745  0.029
H 3.50370 2.18218 2.28717  0.097
H 2.98418 3.98860 3.90621  0.090
H 0.75153 4.09690 4.95819  0.089
H -0.96512 2.41169 4.38314  0.103
H -0.44198 0.61610 2.77351  0.090
H 3.62950 -0.45938 3.48527  0.107
H 5.99834 -1.13780 3.69163  0.092
H 7.32248 -1.64861 1.66981  0.086
H 6.26829 -1.46094 -0.56795  0.092
H 3.92649 -0.72270 -0.76554  0.074
H 2.93551 2.56607 -4.05141  0.088
H 3.80355 1.22920 -5.92645  0.090
H 3.78406 -1.23894 -5.81116  0.088
H 2.90064 -2.36397 -3.78601  0.094
H 1.91342 -1.01450 -1.95835  0.078
H 0.61938 3.24925 -3.64979  0.100
H 0.78992 5.65340 -4.24254  0.093
H 1.93115 7.22180 -2.71502  0.087
H 2.91877 6.38760 -0.60542  0.091
H 2.78539 3.97100 -0.05101  0.088
S -0.98346 0.21725 -2.66532  -0.019
As -2.64075 1.42095 -1.84562  0.148
S -2.78773 0.56072 0.14989  -0.061
S -0.51955 2.88026 0.39294  0.018
S -1.56914 3.41394 -1.28408  -0.092
C -0.08305 -3.82965 -2.48087  -0.020
N -1.39743 -3.26361 -2.28725  -0.065
C -1.74442 -2.45115 -1.25193  -0.718
Se -0.69742 -2.07002 0.20515  0.805
N -3.03025 -2.08745 -1.44041  0.081
C -3.50817 -2.61144 -2.61933  -0.181
C -4.73250 -2.53152 -3.25994  -0.008
C -4.87364 -3.22936 -4.45420  -0.112
C -3.83332 -3.98272 -4.98820  -0.111
C -2.60314 -4.06971 -4.34637  -0.013
C -2.46291 -3.37323 -3.15798  -0.162
H 0.39170 -3.93637 -1.50741  0.055
H 0.52249 -3.17208 -3.10841  0.087
H -0.17325 -4.80966 -2.94889  0.089
H -3.42543 -1.33774 -0.87542  0.014
H -5.53953 -1.93810 -2.85186  0.112
H -5.81483 -3.17645 -4.98724  0.092
H -3.97927 -4.50533 -5.92518  0.091
H -1.78373 -4.64353 -4.75686  0.103
C 1.36066 -1.34889 2.38551  -0.258
C 0.74948 -2.32620 2.81140  -0.199
C 0.09045 -3.44293 3.33702  -0.228
C 0.23525 -4.68303 2.60416  -0.206
C 1.33086 -4.87733 1.72963  -0.059
C 1.47641 -6.03384 0.98849  -0.131
C 0.53657 -7.05862 1.06704  -0.156
C -0.57018 -6.87547 1.88908  -0.131
C -0.72308 -5.72097 2.63664  -0.064
C -0.73282 -3.26450 4.51232  -0.182
C -1.18148 -1.97699 4.88782  -0.034
C -1.93174 -1.76683 6.02689  -0.119
C -2.27481 -2.82654 6.86308  -0.154
C -1.83668 -4.10098 6.52358  -0.135
C -1.08231 -4.31975 5.38371  -0.069
H 2.06603 -4.08581 1.64782  0.102
H 2.33902 -6.14561 0.33887  0.087
H 0.65804 -7.97023 0.49285  0.072
H -1.33746 -7.64247 1.93364  0.084
H -1.62332 -5.59171 3.22262  0.096
H -0.93111 -1.14431 4.24298  0.088
H -2.26539 -0.76253 6.26599  0.089
H -2.86364 -2.66089 7.75796  0.074
H -2.08034 -4.94122 7.16701  0.084
H -0.72355 -5.31907 5.17465  0.093

Cartesian forces, eV/Å:
Ti -0.62 -0.41 -0.23
N 0.30 0.27 -0.06
P 0.47 0.29 0.86
C -0.01 0.03 0.21
C -0.03 0.03 -0.12
C 0.04 0.00 0.03
C -0.05 0.07 0.04
C 0.00 0.02 0.00
C 0.15 -0.03 -0.01
C 0.00 -0.19 -0.31
C -0.01 0.04 0.02
C 0.04 0.03 -0.01
C 0.08 0.00 0.02
C -0.02 -0.03 0.02
C 0.03 -0.01 0.03
P 0.77 0.13 -0.41
C -0.07 0.02 0.10
C 0.01 -0.07 0.11
C 0.04 0.02 -0.04
C 0.04 0.02 -0.06
C -0.03 -0.07 0.05
C 0.02 0.05 -0.06
C -0.25 -0.03 -0.16
C 0.07 0.01 0.10
C -0.04 0.03 -0.10
C 0.04 0.02 0.05
C 0.00 0.07 -0.05
C 0.01 -0.04 0.00
H 0.06 -0.09 0.15
H -0.01 0.04 -0.01
H 0.02 -0.04 0.01
H 0.01 0.00 0.00
H -0.02 -0.01 -0.03
H 0.00 0.02 0.05
H -0.02 -0.04 -0.01
H -0.03 0.02 0.01
H -0.01 -0.01 -0.01
H -0.02 -0.02 0.00
H 0.02 0.04 0.00
H -0.01 0.02 -0.06
H 0.01 -0.01 0.01
H 0.02 -0.02 0.03
H -0.06 0.01 0.00
H 0.00 -0.06 -0.03
H -0.01 0.02 -0.04
H -0.03 -0.03 0.02
H 0.00 -0.01 -0.01
H 0.01 -0.02 0.00
H -0.02 -0.02 0.01
S 0.24 0.05 -0.16
As -0.46 0.61 -0.33
S -0.34 0.27 0.38
S 0.06 0.08 0.35
S -0.37 -0.20 -0.20
C 0.11 -0.04 -0.02
N -0.12 0.18 0.30
C -0.50 -0.25 -0.42
Se 0.61 -0.27 0.16
N 0.15 -0.51 -0.13
C 0.15 -0.14 -0.11
C 0.02 0.03 -0.04
C -0.16 0.14 0.08
C 0.20 -0.10 -0.04
C -0.07 0.08 0.04
C -0.05 -0.01 -0.14
H 0.01 -0.01 0.00
H -0.02 0.01 0.00
H -0.04 0.01 0.01
H 0.02 0.29 0.22
H 0.00 0.00 0.00
H 0.00 0.00 0.02
H -0.01 0.00 0.01
H -0.02 -0.01 -0.04
C -0.52 -0.39 -0.25
C 0.24 0.29 0.26
C -0.03 -0.10 -0.11
C -0.04 0.06 0.04
C -0.01 -0.02 0.00
C -0.03 -0.01 0.02
C -0.01 -0.11 -0.08
C 0.04 -0.02 -0.01
C 0.05 -0.03 -0.02
C 0.04 0.01 -0.03
C 0.01 -0.03 -0.05
C 0.00 -0.04 0.04
C -0.07 0.02 0.08
C -0.01 0.00 0.01
C -0.03 0.01 0.00
H 0.01 -0.01 0.00
H 0.01 0.03 0.01
H -0.01 0.02 -0.01
H -0.01 0.01 0.02
H 0.02 0.00 0.01
H 0.01 0.03 0.03
H 0.02 0.01 -0.01
H -0.01 0.00 -0.02
H 0.02 0.00 0.00
H 0.00 0.01 0.01

Properties
Maximum force ... 0.0199 Eh/bohr
<S²> ... 0.7581
Multiplicity ... 2
Total charge ... -2
Total energy ... -9740.9806 Eh

No. 2
# C33H28BrN10O2RuS3

A structure of composition C33H28BrN10O2RuS3 at a distorted geometry (wB97M-V/def2-TZVPD, the Open Molecules 2025 dataset).

Each line ends with the Löwdin charge.
Atoms and positions in Å:
Ru 0.72789 -0.82928 -0.75268  1.191
S 1.29313 -1.90802 1.16844  0.872
C -0.28234 -2.36199 1.56822  -0.741
N -0.37633 -3.13282 2.73627  0.126
N -1.41411 -3.51084 3.28970  0.115
C -2.75778 -3.12744 3.25042  -0.197
C -3.67234 -4.11459 3.65718  0.024
C -5.01712 -3.82799 3.64394  -0.023
C -5.44267 -2.55225 3.27884  0.005
C -4.52056 -1.55619 2.92860  -0.028
C -3.17745 -1.83401 2.90761  -0.012
N -1.30952 -2.18322 0.76606  -0.005
N -1.04275 -1.69432 -0.42928  -0.111
C -2.08349 -1.99787 -1.36015  -0.226
C -3.03886 -2.98161 -1.04442  -0.011
C -4.03925 -3.28402 -1.94106  -0.038
C -4.10244 -2.62904 -3.17122  -0.021
C -3.15804 -1.66239 -3.48921  -0.035
C -2.15744 -1.34392 -2.59312  -0.017
H -1.21097 -4.27358 3.94319  0.202
H -3.32005 -5.09987 3.95013  0.136
H -5.73571 -4.58280 3.93458  0.132
H -6.50028 -2.31767 3.29258  0.131
H -4.86727 -0.55729 2.70021  0.124
H -2.45577 -1.05836 2.69346  0.114
H -2.97584 -3.51324 -0.10762  0.103
H -4.77667 -4.03444 -1.68785  0.123
H -4.88663 -2.87425 -3.87699  0.127
H -3.21024 -1.14679 -4.44028  0.124
H -1.45365 -0.58006 -2.84078  0.071
C 3.77560 -1.95163 -1.24354  -0.032
O 3.03280 -0.75303 -0.91791  -0.252
C 3.76348 0.25365 -0.29020  -0.201
C 5.13660 0.27925 -0.17934  -0.028
C 5.73208 1.36938 0.44604  -0.672
Br 7.59640 1.42072 0.60645  0.857
C 4.96596 2.40157 0.93830  -0.041
C 3.57650 2.33892 0.83023  -0.047
C 2.98383 1.24845 0.22664  -0.206
O 1.62191 1.14311 0.11733  -0.146
C 2.66180 3.36992 1.31691  -0.196
N 1.35964 3.20071 1.21248  0.162
C 0.75858 4.34440 1.75585  -0.169
C -0.57930 4.69365 1.92256  -0.022
C -0.85469 5.91572 2.50156  -0.056
C 0.17336 6.77858 2.91055  -0.049
C 1.49926 6.43790 2.76179  0.017
C 1.76354 5.20194 2.17813  -0.155
N 2.96289 4.54902 1.88439  0.214
H 4.48231 -1.74331 -2.04322  0.119
H 3.06430 -2.68897 -1.56896  0.044
H 4.30230 -2.31339 -0.36153  0.116
H 5.76245 -0.51349 -0.56600  0.116
H 5.45206 3.24705 1.40827  0.119
H 1.21356 2.10508 0.60463  0.042
H -1.37739 4.02353 1.62355  0.091
H -1.88335 6.22111 2.65010  0.117
H -0.08358 7.73158 3.35264  0.122
H 2.29230 7.10102 3.08623  0.128
H 3.88449 4.90380 2.07573  0.178
N 1.43020 -3.83588 -2.55337  0.127
C 1.34226 -2.68212 -3.24446  -0.678
N 0.95208 -1.52887 -2.72524  -0.044
C 0.93038 -0.51012 -3.69647  -0.323
C 1.32595 -0.89689 -4.90931  -0.278
S 1.73854 -2.57343 -4.90490  1.178
C 0.40356 0.76228 -3.25692  -0.349
C 0.12378 1.88064 -3.92938  -0.279
S -0.63794 3.02453 -2.88189  1.172
C -0.55274 1.90892 -1.58088  -0.654
N 0.02672 0.77180 -1.92138  -0.088
N -1.01570 2.19207 -0.35229  0.141
H 1.00256 -3.90005 -1.64599  0.104
H 1.66472 -4.69712 -3.01890  0.128
H 1.39965 -0.30592 -5.81065  0.107
H 0.30751 2.11664 -4.96729  0.104
H -1.54991 3.02704 -0.18657  0.100
H -0.96674 1.50036 0.37144  0.105

Cartesian forces, eV/Å:
Ru 0.14 1.34 -0.12
S 0.10 -0.46 -0.12
C -0.17 0.54 -0.03
N 0.76 0.07 -0.51
N -0.29 -0.15 0.32
C -0.63 -0.02 -0.10
C 0.42 0.02 -0.08
C -0.27 0.16 -0.01
C 0.10 0.04 -0.02
C -0.30 -0.10 0.11
C 0.31 -0.13 0.09
N 0.04 -0.69 0.05
N 1.03 0.44 -0.15
C -0.27 0.10 -0.04
C 0.21 0.07 0.09
C -0.07 0.07 -0.20
C -0.03 -0.04 0.08
C -0.14 -0.05 -0.11
C 0.03 -0.13 0.25
H -0.12 0.09 0.17
H -0.03 0.07 0.01
H 0.02 0.03 -0.01
H 0.05 -0.01 -0.01
H -0.01 -0.04 0.00
H -0.06 -0.04 -0.02
H -0.04 0.02 0.00
H 0.05 -0.01 -0.03
H 0.03 0.01 0.04
H 0.01 -0.02 0.05
H 0.05 0.14 -0.06
C 0.16 0.21 0.09
O -0.02 -0.21 -0.17
C 0.22 -0.69 -0.34
C 0.06 -0.20 -0.17
C 0.06 0.01 0.00
Br 0.11 0.01 0.01
C -0.11 0.18 0.07
C 0.08 0.68 0.34
C -1.11 -0.04 0.07
O 0.13 -1.72 -0.46
C 0.49 0.08 0.08
N -0.25 0.58 0.29
C -0.20 -0.40 -0.22
C -0.11 -0.04 -0.04
C -0.10 -0.05 -0.04
C -0.04 0.04 0.01
C 0.18 -0.02 0.00
C 0.39 0.07 0.04
N -0.13 0.15 0.10
H 0.04 0.06 -0.04
H -0.04 -0.09 0.03
H 0.01 0.03 0.05
H -0.05 0.05 0.00
H -0.03 -0.04 0.00
H -0.40 0.73 0.52
H 0.01 0.11 0.14
H 0.06 -0.03 -0.02
H 0.01 -0.03 0.01
H -0.05 -0.05 -0.03
H 0.06 -0.01 -0.01
N -0.03 0.18 -0.12
C -0.32 -0.18 0.20
N -0.22 0.10 0.62
C -0.03 -0.18 0.31
C 0.25 -0.18 -0.47
S 0.06 -0.04 -0.26
C 0.07 -0.25 0.27
C -0.05 0.51 -0.32
S -0.03 0.16 -0.13
C -0.03 -0.17 0.07
N 0.18 -0.31 0.00
N -0.08 -0.11 -0.38
H -0.06 0.01 0.06
H -0.04 -0.01 -0.04
H 0.00 -0.09 0.06
H -0.05 -0.01 0.09
H 0.03 0.01 -0.01
H -0.06 -0.07 0.09

Properties
Maximum force ... 0.0348 Eh/bohr
Total charge ... +3
Total energy ... -5834.9305 Eh

Which formula does entry 2 have?
C33H28BrN10O2RuS3